1.
69
Properties=species:S:1:pos:R:3:nbo_charge:R:1 method="wB97M-V/def2-TZVPD" charge=-1 multiplicity=1 fmax_ev_per_a=3.8 e_tot_ev=-273231.4269 gap_ev=7.25 lumo_energy_ev=1.754
C 0.21 1.74 4.59 -0.304
C -0.89 1.47 3.92 -0.510
S -2.07 0.25 4.46 2.228
O -2.06 0.09 5.89 -0.973
O -3.38 0.79 4.10 -1.026
N -1.93 -1.20 3.68 -1.123
S -0.49 -1.45 2.94 2.249
O 0.68 -1.13 3.74 -1.002
O -0.44 -2.86 2.62 -1.004
C -0.41 -0.65 1.30 -0.669
C 1.04 -0.66 0.75 -0.428
C 1.70 0.71 1.18 -0.228
N 3.12 0.70 0.82 -0.842
H 1.13 1.98 4.05 0.196
H 0.26 1.72 5.68 0.214
H -1.13 2.04 3.01 0.229
H -0.90 0.33 1.28 0.225
H -1.01 -1.30 0.66 0.245
H 1.60 -1.46 1.25 0.225
H 1.06 -0.78 -0.36 0.195
H 1.52 0.76 2.26 0.210
H 1.14 1.51 0.66 0.181
H 3.14 0.61 -0.19 0.338
H 3.53 -0.16 1.17 0.354
C -4.90 1.85 0.47 -0.383
Cl -5.62 3.32 -0.21 -0.054
Cl -3.39 1.44 -0.35 -0.035
H -4.70 2.00 1.53 0.254
H -5.60 1.03 0.35 0.219
C 5.21 -3.07 1.77 -0.396
Cl 3.69 -2.31 2.25 0.026
Cl 5.89 -2.29 0.33 -0.055
H 5.92 -2.97 2.59 0.220
H 5.03 -4.11 1.55 0.222
C 9.40 -3.13 -0.18 -0.394
Cl 9.42 -4.33 1.11 -0.032
Cl 10.49 -3.57 -1.50 -0.035
H 8.39 -3.06 -0.58 0.235
H 9.70 -2.17 0.22 0.222
C -1.22 0.46 -3.19 -0.397
Cl -0.43 2.04 -3.28 -0.026
Cl -0.39 -0.61 -2.05 -0.018
H -2.24 0.60 -2.87 0.230
H -1.20 0.01 -4.18 0.215
C -3.81 5.09 -3.30 -0.396
Cl -4.23 3.83 -4.47 -0.037
Cl -2.31 4.71 -2.45 -0.008
H -3.69 6.03 -3.82 0.214
H -4.61 5.17 -2.57 0.226
C -9.09 2.36 -2.32 -0.388
Cl -8.30 3.94 -2.40 -0.026
Cl -8.29 1.28 -1.17 -0.028
H -10.12 2.50 -2.01 0.218
H -9.05 1.91 -3.30 0.222
C 9.52 -6.86 -3.49 -0.397
Cl 8.33 -6.24 -2.35 -0.017
Cl 9.74 -5.77 -4.87 -0.028
H 10.47 -6.97 -2.98 0.221
H 9.19 -7.82 -3.86 0.220
C -10.61 -1.62 -2.86 -0.391
Cl -12.04 -2.37 -3.58 -0.026
Cl -9.98 -0.32 -3.88 -0.034
H -10.88 -1.20 -1.90 0.226
H -9.84 -2.37 -2.74 0.228
C 4.24 4.22 1.44 -0.392
Cl 3.42 3.38 2.76 -0.012
Cl 3.85 3.53 -0.14 -0.019
H 3.92 5.26 1.45 0.213
H 5.31 4.16 1.59 0.213

---

2.
51
Properties=species:S:1:pos:R:3:nbo_charge:R:1 method="wB97M-V/def2-TZVPD" charge=+1 multiplicity=1 fmax_ev_per_a=2.0 e_tot_ev=-30244.3290 gap_ev=8.67 lumo_energy_ev=-4.296
C 1.17 -1.90 0.34 -0.369
C 0.79 -1.59 -0.92 -0.045
N -0.56 -1.13 -1.28 -0.381
C -1.53 -2.27 -1.14 -0.221
C -2.31 -2.26 0.14 -0.260
N -3.06 -0.99 0.19 -0.594
C -2.07 0.06 0.45 -0.257
C -0.98 0.17 -0.61 -0.237
H 1.51 -2.91 0.51 0.250
H 1.15 -1.15 1.13 0.229
H 1.49 -1.71 -1.74 0.240
H -0.52 -0.93 -2.28 0.446
H -0.98 -3.20 -1.24 0.242
H -2.23 -2.21 -1.98 0.238
H -2.99 -3.10 0.18 0.248
H -1.63 -2.26 1.01 0.187
H -3.60 -1.03 1.05 0.378
H -1.62 -0.03 1.45 0.186
H -2.59 1.01 0.46 0.239
H -1.22 0.91 -1.36 0.242
H -0.10 0.56 -0.11 0.235
C 5.82 -2.34 6.06 -0.640
C 5.10 -1.51 5.03 -0.072
O 4.53 -2.32 3.99 -0.493
C 3.37 -2.91 4.29 0.978
O 2.76 -2.81 5.32 -0.637
O 3.00 -3.65 3.24 -0.508
C 1.80 -4.40 3.46 -0.259
H 6.56 -2.99 5.58 0.216
H 6.33 -1.71 6.78 0.226
H 5.12 -2.99 6.60 0.225
H 5.80 -0.84 4.53 0.193
H 4.32 -0.89 5.49 0.195
H 0.99 -3.75 3.80 0.191
H 1.98 -5.20 4.18 0.205
H 1.52 -4.84 2.50 0.181
C -1.53 6.79 -4.33 -0.639
C -2.09 5.97 -5.48 -0.073
O -1.90 4.56 -5.26 -0.490
C -2.78 3.99 -4.45 0.980
O -3.71 4.52 -3.90 -0.635
O -2.46 2.69 -4.34 -0.507
C -3.29 1.96 -3.45 -0.253
H -0.49 6.52 -4.15 0.211
H -1.59 7.85 -4.56 0.227
H -2.08 6.60 -3.41 0.221
H -1.55 6.20 -6.40 0.197
H -3.14 6.19 -5.65 0.201
H -4.35 2.08 -3.70 0.216
H -3.11 2.28 -2.42 0.174
H -3.03 0.91 -3.55 0.173

---

3.
47
Properties=species:S:1:pos:R:3:nbo_charge:R:1 method="wB97M-V/def2-TZVPD" charge=0 multiplicity=1 fmax_ev_per_a=5.0 e_tot_ev=-29298.1248 gap_ev=5.59 e_above_lowest_kj_mol=748.8 lumo_energy_ev=0.661
O 0.02 1.77 -1.21 -0.907
C 0.93 -1.50 1.09 0.108
C 0.83 -2.07 -0.25 0.130
N 0.60 -0.11 1.19 -0.751
N 0.49 -1.23 -1.29 -0.698
P 0.33 0.31 -0.43 1.380
C 1.51 -2.21 2.40 -0.636
C 1.12 -3.51 -0.46 -0.657
C 1.82 3.10 -0.37 -0.629
C -0.82 1.70 5.02 -0.610
C -2.90 -0.56 -4.20 -0.607
C 1.25 2.38 -1.57 -0.128
C 0.26 0.74 2.35 -0.213
C 0.68 -1.30 -2.78 -0.203
C -1.34 2.23 3.65 -0.392
C -1.37 -0.29 -4.01 -0.432
C -1.22 1.15 2.52 -0.412
C -0.66 -1.51 -3.53 -0.397
H 1.84 -3.28 2.28 0.226
H 0.72 -2.15 3.25 0.208
H 2.35 -1.81 2.78 0.212
H 2.19 -3.71 -0.77 0.221
H 0.48 -4.01 -1.23 0.223
H 0.82 -4.03 0.54 0.234
H 1.33 4.03 -0.23 0.207
H 2.87 3.24 -0.55 0.202
H 1.77 2.47 0.46 0.200
H -0.85 2.48 5.77 0.212
H 0.20 1.34 5.01 0.194
H -1.32 0.85 5.35 0.202
H -3.24 -1.07 -3.36 0.198
H -3.54 0.39 -4.09 0.214
H -3.24 -1.33 -4.96 0.201
H 0.91 3.17 -2.25 0.201
H 2.00 1.62 -2.01 0.162
H 0.59 0.13 3.26 0.206
H 0.90 1.69 2.41 0.209
H 1.27 -2.19 -2.99 0.207
H 1.16 -0.40 -3.01 0.214
H -2.43 2.26 3.88 0.212
H -0.89 3.11 3.37 0.203
H -1.43 0.42 -3.19 0.225
H -1.05 0.28 -4.88 0.211
H -1.64 0.23 2.86 0.200
H -1.61 1.48 1.55 0.236
H -1.28 -2.16 -2.89 0.219
H -0.38 -2.13 -4.47 0.198

---

4.
55
Properties=species:S:1:pos:R:3:nbo_charge:R:1 method="wB97M-V/def2-TZVPD" charge=+1 multiplicity=1 fmax_ev_per_a=10.1 e_tot_ev=-40596.7818 gap_ev=8.47 lumo_energy_ev=-3.832
C 0.26 -2.28 -2.54 -0.989
P 1.67 -2.02 -3.79 1.065
O 0.90 -1.14 -5.14 -0.917
C 3.05 -0.87 -3.18 -0.396
C 4.57 -1.51 -2.87 -0.422
C 5.27 -0.05 -2.46 -0.456
C 4.05 1.06 -2.19 -0.081
C 4.33 2.15 -1.00 -0.153
O 3.18 3.00 -0.65 -0.419
N 3.65 4.00 0.15 0.381
O 3.48 5.02 -0.53 -0.225
N 2.83 0.11 -2.05 -0.727
B 2.67 -0.39 -0.62 1.345
N 1.25 -0.50 0.00 -1.195
O 3.78 -0.78 0.29 -0.945
H -0.27 -1.30 -2.16 0.249
H 0.73 -2.82 -1.59 0.239
H -0.51 -3.05 -3.02 0.302
H 0.88 -0.18 -4.84 0.464
H 3.20 -0.14 -4.11 0.262
H 4.96 -1.67 -3.97 0.271
H 4.63 -2.38 -2.10 0.259
H 5.75 -0.24 -1.39 0.247
H 6.21 0.31 -3.07 0.272
H 4.04 1.71 -3.17 0.259
H 4.84 1.61 -0.08 0.233
H 5.17 2.89 -1.43 0.235
H 1.99 0.73 -2.25 0.467
H 1.27 0.06 0.90 0.422
H 1.04 -1.51 0.25 0.422
H 3.73 -1.76 0.51 0.530
C -4.14 0.54 0.59 -0.615
C -3.26 0.73 -0.64 -0.387
C -3.33 -0.44 -1.62 -0.506
C -2.86 -1.71 -0.93 0.298
N -2.48 -2.77 -0.36 -0.363
H -3.83 -0.33 1.17 0.214
H -4.08 1.41 1.24 0.226
H -5.19 0.40 0.30 0.222
H -2.22 0.88 -0.31 0.196
H -3.56 1.65 -1.16 0.216
H -2.69 -0.25 -2.49 0.239
H -4.35 -0.58 -1.98 0.259
C -4.59 -0.86 6.20 -0.615
C -3.47 -0.08 5.52 -0.385
C -3.91 1.30 5.02 -0.502
C -5.02 1.13 3.99 0.290
N -5.94 0.99 3.14 -0.347
H -5.41 -1.07 5.50 0.221
H -4.22 -1.81 6.57 0.220
H -5.00 -0.30 7.05 0.208
H -3.07 -0.67 4.69 0.205
H -2.65 0.06 6.24 0.211
H -3.07 1.82 4.55 0.245
H -4.28 1.91 5.84 0.251

---

5.
59
Properties=species:S:1:pos:R:3:nbo_charge:R:1 method="wB97M-V/def2-TZVPD" charge=0 multiplicity=1 fmax_ev_per_a=6.4 e_tot_ev=-156256.3953 gap_ev=8.76 e_above_lowest_kj_mol=351.9 lumo_energy_ev=0.122
C 0.61 -4.94 1.37 -0.627
C 0.46 -3.80 0.24 -0.427
C -0.38 -2.57 0.86 -0.224
Cl -2.08 -3.17 1.07 0.009
C -0.22 -1.22 -0.02 -0.221
N 1.22 -0.93 -0.03 -0.519
Cl 1.89 -0.25 -1.43 0.185
C 1.90 -0.64 1.23 -0.238
C 3.45 -0.23 1.06 -0.411
C 3.66 1.36 0.92 -0.435
C 4.32 1.82 -0.45 -0.232
N 3.44 2.91 -1.02 -0.686
C 3.62 3.05 -2.45 0.701
C 2.46 3.85 -3.22 -0.719
O 4.59 2.62 -3.09 -0.576
C -1.15 0.00 0.56 -0.023
Br -0.34 1.80 0.20 0.045
O -2.44 -0.22 0.07 -0.566
C -3.40 0.79 -0.08 0.198
C -4.81 -0.01 -0.25 -0.621
S -3.33 1.78 -1.70 -0.100
C -3.70 1.84 1.08 -0.283
N -4.74 1.38 2.07 -0.831
P -1.29 -0.06 2.49 1.403
O -2.63 -0.63 2.97 -1.051
P -0.74 -1.58 -1.83 2.252
O -2.10 -2.29 -1.94 -1.085
O -0.97 -0.13 -2.72 -0.946
O 0.32 -2.66 -2.63 -0.982
H 0.93 -5.93 0.90 0.223
H 1.36 -4.64 2.18 0.198
H -0.36 -5.15 1.91 0.226
H 1.52 -3.51 -0.02 0.228
H -0.12 -4.24 -0.62 0.241
H 0.03 -2.47 1.91 0.235
H 1.46 0.24 1.83 0.183
H 1.94 -1.50 1.98 0.213
H 3.99 -0.83 0.28 0.228
H 3.95 -0.50 2.06 0.217
H 4.16 1.79 1.85 0.214
H 2.60 1.80 0.93 0.222
H 5.31 2.32 -0.22 0.196
H 4.38 0.98 -1.19 0.228
H 3.59 3.79 -0.52 0.392
H 2.02 4.63 -2.52 0.218
H 2.87 4.43 -4.11 0.236
H 1.61 3.18 -3.53 0.246
H -4.69 -0.56 -1.25 0.235
H -5.62 0.78 -0.31 0.202
H -4.94 -0.74 0.60 0.249
H -4.42 2.63 -1.73 0.140
H -4.14 2.77 0.58 0.205
H -2.82 2.19 1.68 0.201
H -4.37 1.57 3.00 0.367
H -5.56 1.97 1.92 0.351
H -1.28 1.32 2.94 -0.049
H -0.15 -0.67 3.10 -0.054
H -0.64 -0.34 -3.62 0.503
H -0.20 -3.15 -3.29 0.520

---

6.
51
Properties=species:S:1:pos:R:3:lowdin_spin:R:1 method="wB97M-V/def2-TZVPD" charge=+1 multiplicity=5 fmax_ev_per_a=3.9 e_tot_ev=-75594.8507 gap_ev="7.88 / 6.31" lumo_energy_ev="-3.093 / -5.421"
Fe -0.21 0.08 -0.23 2.752
P 0.31 -1.53 -1.76 0.057
C -0.10 -0.56 -3.18 0.474
C -0.93 0.56 -2.96 0.037
N -0.96 1.12 -1.68 0.126
C -1.84 2.08 -1.32 0.030
C -2.70 2.62 -2.25 0.123
C -2.65 2.16 -3.57 0.001
C -1.78 1.13 -3.93 0.128
C -1.91 2.52 0.12 -0.011
P -0.36 1.96 0.98 -0.026
H -1.76 0.71 -4.93 0.004
H -3.39 3.40 -1.94 0.006
H -3.31 2.58 -4.31 -0.003
H -2.06 3.60 0.19 -0.002
H -2.76 2.08 0.66 -0.001
H 1.72 0.96 -4.06 0.007
H 0.00 -0.96 -4.20 0.019
H 3.22 1.93 -2.13 0.000
O 2.56 1.42 -3.86 0.009
H 2.91 1.61 -4.75 0.000
H 1.26 0.75 -0.07 -0.069
O 3.47 1.66 -1.20 -0.005
H 2.99 2.32 -0.64 -0.001
C 0.68 3.42 0.63 0.004
H 0.21 4.37 0.95 0.000
H 1.60 3.26 1.22 0.001
H 0.89 3.46 -0.44 0.000
C -0.83 2.27 2.72 -0.004
H 0.11 2.15 3.29 0.000
H -1.21 3.29 2.92 -0.001
H -1.58 1.54 3.04 0.000
C -0.68 -3.05 -1.70 0.027
H -0.56 -3.59 -2.65 -0.001
H -0.40 -3.74 -0.90 0.004
H -1.73 -2.77 -1.59 0.000
C 2.02 -2.08 -1.99 0.015
H 2.28 -2.79 -1.19 0.002
H 2.10 -2.59 -2.96 0.001
H 2.67 -1.20 -1.95 0.000
C 0.40 -2.58 1.84 0.008
C -1.01 -1.98 1.85 0.022
C -1.51 -1.30 3.12 0.006
O -1.21 -1.07 0.79 0.253
H 1.18 -1.80 1.90 0.003
H 0.53 -3.18 0.93 0.000
H 0.54 -3.28 2.67 0.000
H -1.73 -2.77 1.59 0.004
H -0.85 -0.47 3.38 0.000
H -2.55 -0.97 2.95 0.000
H -1.54 -1.97 3.98 0.001

---

7.
49
Properties=species:S:1:pos:R:3:lowdin_charge:R:1 method="wB97M-V/def2-TZVPD" charge=+2 multiplicity=1 fmax_ev_per_a=4.5 e_tot_ev=-48405.8431 gap_ev="5.40 / 5.40" lumo_energy_ev="-8.742 / -8.742"
C 1.25 0.13 -4.87 -0.180
I -2.13 -0.18 -2.74 0.521
H 2.24 0.14 -5.34 0.036
H 0.60 0.96 -5.19 0.008
H 0.68 -0.79 -5.07 -0.004
Tl 0.70 0.20 -2.69 0.617
P 0.30 2.82 -1.24 0.752
C -1.47 3.29 -1.35 -0.275
C 0.80 3.76 0.25 -0.242
H 0.55 4.82 0.15 0.075
H 0.66 4.91 -2.43 0.068
H 1.89 3.66 0.36 0.060
H 2.08 3.83 -2.52 0.057
H -2.01 2.92 -0.46 0.043
H 0.32 3.35 1.15 0.020
C 0.99 3.87 -2.57 -0.277
H -1.56 4.39 -1.40 0.072
H 0.66 3.51 -3.55 0.045
H -1.92 2.83 -2.24 0.002
P 0.12 -2.94 -0.25 0.816
C -1.59 -3.38 -0.65 -0.175
C 1.12 -3.13 -1.73 -0.193
H 1.85 -4.24 0.81 0.078
H 0.28 -5.12 0.82 0.079
H 0.57 -3.77 1.97 0.064
C 0.76 -4.14 0.95 -0.150
H 2.10 -2.67 -1.55 0.075
H 1.24 -4.22 -1.90 0.095
H -1.66 -4.48 -0.73 0.084
H -1.86 -2.90 -1.61 -0.002
H 0.61 -2.67 -2.60 0.026
H -2.26 -3.00 0.15 0.075
C -2.57 -0.03 -0.18 -0.348
O -3.41 -0.06 0.61 0.060
C 1.24 -0.67 3.75 -0.025
C 0.02 -0.14 2.97 -0.606
C -1.27 -0.68 3.59 -0.023
C 0.01 1.38 3.02 -0.049
C 0.09 -0.65 1.57 0.012
C 0.13 -1.38 0.58 -0.144
H 1.16 -0.38 4.81 0.109
H 2.17 -0.25 3.33 0.099
H 1.29 -1.76 3.68 0.088
H -1.35 -0.36 4.64 0.109
H -2.14 -0.31 3.03 0.081
H -1.28 -1.78 3.56 0.095
H 0.94 1.80 2.63 0.081
H -0.83 1.78 2.44 0.083
H -0.11 1.72 4.05 0.109

---

8.
52
Properties=species:S:1:pos:R:3:nbo_charge:R:1 method="wB97M-V/def2-TZVPD" charge=0 multiplicity=1 fmax_ev_per_a=2.0 e_tot_ev=-47845.2773 gap_ev=9.85 e_above_lowest_kj_mol=0.0 lumo_energy_ev=0.746
C -5.36 -1.33 -0.17 -0.597
C -3.99 -1.44 0.51 -0.415
C -2.92 -1.92 -0.47 -0.404
C -1.55 -2.13 0.18 -0.213
N -0.97 -0.90 0.68 -0.612
C 0.00 -0.20 0.02 0.512
N 0.98 -0.89 -0.62 -0.612
C 1.58 -2.11 -0.10 -0.213
C 2.98 -1.87 0.49 -0.404
C 4.00 -1.41 -0.54 -0.414
C 5.39 -1.29 0.08 -0.597
C -0.02 1.18 0.01 -0.923
S -1.33 2.20 0.57 2.198
O -0.76 3.28 1.33 -0.959
O -2.30 1.38 1.28 -0.989
C -2.18 2.90 -0.88 -0.636
C -2.74 1.78 -1.72 -0.629
S 1.28 2.21 -0.56 2.198
O 0.69 3.28 -1.33 -0.959
O 2.26 1.40 -1.26 -0.989
C 2.12 2.94 0.88 -0.637
C 2.71 1.83 1.71 -0.629
H -5.32 -0.64 -1.00 0.200
H -5.67 -2.30 -0.55 0.200
H -6.10 -0.98 0.54 0.213
H -3.72 -0.46 0.92 0.222
H -4.06 -2.14 1.35 0.194
H -2.82 -1.20 -1.28 0.202
H -3.24 -2.87 -0.90 0.206
H -0.89 -2.58 -0.56 0.210
H -1.66 -2.82 1.03 0.196
H -1.64 -0.29 1.14 0.440
H 1.64 -0.27 -1.09 0.440
H 0.94 -2.53 0.67 0.211
H 1.66 -2.83 -0.93 0.195
H 3.31 -2.81 0.93 0.207
H 2.90 -1.14 1.29 0.202
H 4.04 -2.12 -1.37 0.194
H 3.71 -0.44 -0.96 0.221
H 5.38 -0.57 0.90 0.200
H 6.11 -0.94 -0.67 0.213
H 5.73 -2.25 0.46 0.200
H -2.95 3.54 -0.46 0.240
H -1.43 3.49 -1.40 0.276
H -3.41 1.17 -1.11 0.218
H -3.28 2.17 -2.57 0.227
H -1.92 1.15 -2.08 0.218
H 2.88 3.60 0.46 0.240
H 1.36 3.51 1.40 0.276
H 1.92 1.18 2.09 0.217
H 3.40 1.24 1.10 0.219
H 3.26 2.23 2.56 0.227

---

9.
49
Properties=species:S:1:pos:R:3:nbo_charge:R:1 method="wB97M-V/def2-TZVPD" charge=+1 multiplicity=1 fmax_ev_per_a=4.1 e_tot_ev=-23561.3873 gap_ev=9.53 lumo_energy_ev=-2.579
C 4.99 -0.08 2.34 -0.639
C 4.58 -0.18 0.80 -0.070
O 3.24 0.29 0.57 -0.553
C 3.11 0.82 -0.73 -0.067
C 1.82 0.33 -1.49 -0.253
N 0.57 0.41 -0.70 -0.328
C -0.30 -0.81 -0.69 -0.235
C -0.61 -1.31 -2.16 -0.415
C -1.77 -2.36 -2.22 -0.404
C -1.65 -3.47 -1.10 -0.441
C -2.88 -3.42 -0.12 -0.055
O -2.46 -2.82 1.12 -0.567
C -3.59 -2.35 1.86 -0.265
C 0.15 1.46 -0.07 0.708
N -1.06 1.66 0.68 -0.650
C -1.45 3.04 0.31 -0.029
C -2.67 3.70 1.00 -0.640
C -0.05 3.76 0.62 -0.236
N 0.83 2.72 -0.01 -0.596
H 5.82 0.66 2.45 0.218
H 4.14 0.28 2.96 0.229
H 5.38 -1.08 2.65 0.225
H 5.36 0.42 0.25 0.180
H 4.60 -1.26 0.48 0.179
H 3.98 0.53 -1.38 0.202
H 3.10 1.95 -0.75 0.174
H 2.02 -0.70 -1.87 0.249
H 1.67 0.96 -2.40 0.223
H 0.25 -1.59 -0.09 0.231
H -1.27 -0.63 -0.18 0.257
H 0.31 -1.82 -2.55 0.204
H -0.77 -0.44 -2.86 0.216
H -2.77 -1.87 -2.27 0.212
H -1.66 -2.90 -3.20 0.227
H -0.70 -3.43 -0.52 0.219
H -1.66 -4.48 -1.61 0.227
H -3.30 -4.43 0.09 0.186
H -3.66 -2.76 -0.57 0.165
H -4.57 -2.52 1.35 0.182
H -3.50 -1.24 2.02 0.173
H -3.66 -2.82 2.87 0.194
H -0.93 1.53 1.69 0.409
H -1.43 3.01 -0.81 0.195
H -3.60 3.25 0.55 0.240
H -2.67 3.63 2.11 0.233
H -2.72 4.79 0.74 0.242
H 0.14 4.66 0.00 0.224
H 0.07 3.86 1.73 0.218
H 1.23 3.05 -0.89 0.401